# C42H43AsN3O3PtSb2

A molecular structure, C42H43AsN3O3PtSb2 (wB97M-V/def2-TZVPD, the Open Molecules 2025 dataset).

Properties
HOMO energy in eV: -16.086
Total charge: +3

Geometry as XYZ:
```
95
Properties=species:S:1:pos:R:3:lowdin_charge:R:1
Pt -0.440 -0.896 0.390 1.029
O -3.748 -1.786 -1.845 0.175
C -2.667 -1.568 -1.383 -0.455
N -2.345 -1.406 -0.043 -0.085
C -3.254 -1.348 1.006 -0.457
O -4.430 -1.557 0.948 0.178
C -2.577 -0.947 2.301 -0.166
C -3.334 -0.770 3.438 0.060
C -2.716 -0.339 4.602 0.029
C -1.353 -0.084 4.578 0.010
C -0.648 -0.284 3.408 -0.101
N -1.240 -0.731 2.291 -0.088
C -1.437 -1.418 -2.253 -0.177
C -1.541 -1.608 -3.613 0.055
C -0.420 -1.418 -4.408 0.027
C 0.759 -1.008 -3.808 0.001
C 0.798 -0.831 -2.438 -0.113
N -0.270 -1.052 -1.665 -0.079
H -4.397 -0.964 3.376 0.147
H -3.288 -0.190 5.508 0.140
H -0.832 0.272 5.456 0.134
H 0.409 -0.079 3.362 0.075
H -2.506 -1.889 -4.015 0.147
H -0.470 -1.574 -5.478 0.139
H 1.651 -0.819 -4.389 0.132
H 1.690 -0.482 -1.948 0.061
C 2.706 1.541 1.764 -0.227
Sb 2.041 -0.352 1.090 1.383
C 3.492 -0.865 -0.362 -0.246
C 2.608 -1.624 2.745 -0.266
C 3.396 -2.796 2.240 -0.307
C 4.780 -2.702 2.135 -0.052
C 5.530 -3.734 1.590 -0.037
C 4.895 -4.879 1.134 -0.037
C 3.520 -4.998 1.264 -0.027
C 2.758 -3.973 1.820 -0.279
C 1.295 -4.218 2.068 -0.265
Sb -0.131 -3.450 0.673 1.444
C 0.343 -4.376 -1.159 -0.229
C -1.916 -4.364 1.325 -0.221
H 3.788 1.432 1.836 0.039
H 2.286 1.750 2.745 0.029
H 2.454 2.351 1.084 -0.003
H 4.437 -1.002 0.160 0.027
H 3.602 -0.061 -1.089 0.016
H 3.230 -1.796 -0.862 0.027
H 1.697 -1.928 3.257 0.039
H 3.182 -0.997 3.427 0.086
H 5.283 -1.814 2.501 0.128
H 6.607 -3.650 1.536 0.124
H 5.470 -5.691 0.712 0.123
H 3.038 -5.922 0.966 0.124
H 0.969 -3.881 3.053 0.076
H 1.078 -5.287 2.012 0.085
H 0.345 -5.447 -0.959 0.041
H 1.329 -4.065 -1.498 0.024
H -0.406 -4.152 -1.916 0.022
H -1.726 -5.437 1.285 0.042
H -2.754 -4.119 0.677 0.031
H -2.137 -4.077 2.352 0.035
O -0.905 1.137 0.288 -0.629
As -1.030 2.531 -0.690 1.275
C -2.795 2.677 -1.368 -0.323
C -3.162 3.869 -1.990 -0.087
C -4.444 3.996 -2.501 -0.041
C -5.346 2.943 -2.390 -0.032
C -4.977 1.761 -1.762 -0.037
C -3.697 1.627 -1.247 -0.083
C -0.628 4.008 0.432 -0.313
C -1.441 4.205 1.549 -0.088
C -1.190 5.273 2.393 -0.050
C -0.137 6.140 2.121 -0.038
C 0.662 5.950 1.003 -0.048
C 0.420 4.881 0.151 -0.088
C 0.227 2.444 -2.126 -0.312
C -0.207 2.455 -3.447 -0.072
C 0.730 2.429 -4.475 -0.048
C 2.086 2.396 -4.183 -0.045
C 2.520 2.376 -2.860 -0.059
C 1.591 2.395 -1.832 -0.134
H -2.467 4.699 -2.067 0.119
H -4.742 4.916 -2.985 0.123
H -6.344 3.049 -2.792 0.124
H -5.682 0.946 -1.669 0.123
H -3.405 0.720 -0.740 0.070
H -2.280 3.545 1.742 0.111
H -1.824 5.446 3.251 0.119
H 0.048 6.981 2.777 0.123
H 1.462 6.645 0.783 0.121
H 1.022 4.759 -0.740 0.100
H -1.264 2.503 -3.680 0.111
H 0.398 2.458 -5.505 0.124
H 2.811 2.404 -4.986 0.125
H 3.580 2.378 -2.640 0.119
H 1.925 2.418 -0.799 0.070
```

# C5H10N

2 unconnected molecules or ions with the total composition C5H10N (wB97M-V/def2-TZVPD, the Open Molecules 2025 dataset).

Properties
HOMO energy in eV: -14.472
Total charge: +1

Geometry as XYZ:
```
16
Properties=species:S:1:pos:R:3:lowdin_charge:R:1
C -0.758 -1.632 0.390 -0.126
C -0.113 -2.181 -0.617 0.111
C -0.779 0.198 1.937 0.190
N -0.442 -0.313 0.825 0.050
H -1.492 -2.174 0.968 0.132
H 0.609 -1.642 -1.222 0.075
H -0.314 -3.203 -0.918 0.093
H -0.418 1.189 2.181 0.125
H -1.431 -0.314 2.634 0.129
H 0.156 0.244 0.195 0.110
C 0.830 2.437 -0.976 -0.047
C 1.169 1.261 -1.485 -0.104
H -0.113 2.922 -1.191 0.067
H 1.498 2.967 -0.307 0.066
H 0.487 0.742 -2.149 0.063
H 2.120 0.793 -1.262 0.069
```

# C4H5ClO

C4H5ClO in the gas phase (wB97M-V/def2-TZVPD, the Open Molecules 2025 dataset).

Properties
HOMO energy in eV: -10.108
SMILES string: C=C[C@@H](Cl)C=O

Geometry as XYZ:
```
11
Properties=species:S:1:pos:R:3:lowdin_charge:R:1
C -1.253 -1.347 0.093 0.033
C -0.334 -0.629 -0.496 -0.239
C 0.701 0.107 0.246 -0.758
Cl 2.351 -0.291 -0.109 0.668
C 0.547 1.628 0.027 -0.281
O -0.568 2.072 -0.176 0.048
H -1.333 -1.263 1.163 0.068
H -1.916 -1.994 -0.425 0.056
H -0.138 -0.601 -1.617 0.139
H 0.463 0.053 1.369 0.142
H 1.480 2.264 -0.077 0.123
```

# C3H7BO2S

C3H7BO2S in the gas phase (wB97M-V/def2-TZVPD, the Open Molecules 2025 dataset).

Properties
HOMO energy in eV: -9.341
SMILES string: C[C@@H]1COB(S)O1

Geometry as XYZ:
```
14
Properties=species:S:1:pos:R:3:lowdin_charge:R:1
C -1.477 -0.806 -0.624 -0.004
C -0.797 -0.035 0.563 -0.087
C -0.231 1.402 0.226 -0.131
O 1.115 1.308 -0.229 0.027
B 1.545 0.061 0.114 -1.161
S 3.295 -0.368 -0.121 0.832
O 0.735 -0.821 0.694 0.053
H -2.504 -0.528 -0.566 0.084
H -1.308 -1.781 -0.390 0.052
H -0.933 -0.527 -1.454 0.065
H -1.320 -0.056 1.474 0.111
H -0.690 1.699 -0.776 0.147
H -0.417 2.109 1.139 0.158
H 2.988 -1.659 -0.050 -0.147
```

We obtain energy above the lowest of the compared OMol25 structures with the same formula, charge and spin values of 0.0; 42.2; 16.0; 16.6 kcal/mol for the records listed above, in that order.
We obtain maximum force values of 0.423; 0.686; 3.564; 4.753 eV/Å for the records listed above, in that order.
We obtain frontier orbital gap values of 7.059; 9.208; 10.871; 9.980 eV for the records listed above, in that order.